Model 1:
Density functional theory data (wB97M-V/def2-TZVPD) for the molecule C4H2OS.

The geometry in XYZ format:
```
8
C4H2OS, DFT wB97M-V/def2-TZVPD
C -0.60133 -0.08082 0.02055
H -1.65928 1.82391 0.08612
S -2.14706 -0.75924 -0.03083
H 2.52127 -2.08482 -0.09065
O 0.36189 2.08412 -0.07953
C 0.59556 -0.81539 -0.03259
C 1.56505 -1.57411 0.03335
C -0.63610 1.40634 0.09360
```

Properties
HOMO = -0.3557 hartree
SMILES = C#CC(=S)C=O

Model 2:
Density functional theory data (wB97M-V/def2-TZVPD) for a cluster of 2 separate species, C4H2OS in total.

The geometry in XYZ format:
```
8
C4H2OS, DFT wB97M-V/def2-TZVPD
C -0.44301 -1.65969 0.02183
H -0.87157 3.00657 -0.25242
H 1.23118 -2.87454 -0.72465
C -2.11451 1.17063 -0.11321
C 0.33354 -2.56609 -0.20294
C -1.38304 2.10185 -0.12562
S -2.93865 -0.36839 -0.35223
O -4.01052 -0.49484 0.61669
```

Properties
HOMO (alpha / beta) = -0.3502 / -0.3860 hartree

Model 3:
Density functional theory data (wB97M-V/def2-TZVPD) for the molecule C4H2OS.

The geometry in XYZ format:
```
8
C4H2OS, DFT wB97M-V/def2-TZVPD
S -2.26986 -0.40665 -0.10621
C -0.70174 -0.04418 0.06017
H 2.11484 -2.46860 -0.12685
H -1.26737 2.08143 0.27998
C -0.34037 1.49040 0.10805
O 0.70199 1.94686 -0.19892
C 0.42178 -0.91111 0.06821
C 1.34072 -1.68816 -0.08443
```

Properties
HOMO = -0.3510 hartree
SMILES = C#CC(=S)C=O

Which one sits at the bottom of the stability order? model 2 does.

Model 1:
Density functional theory data (wB97M-V/def2-TZVPD) for the molecule C3H5N3O.

The geometry in XYZ format:
```
12
C3H5N3O, DFT wB97M-V/def2-TZVPD
N -1.52060 0.74206 0.82210
H -1.02970 -1.26300 -1.28037
N 1.07669 -0.74636 -1.14629
H -1.41236 1.27399 1.67827
C -0.23029 -0.93407 -0.62085
H 1.48776 -1.33334 -1.85134
N 0.94622 0.68943 0.42735
C 1.82837 0.15845 -0.46276
C -0.34519 0.05531 0.44442
H 1.28093 1.31567 1.14199
O -0.24935 -1.34301 0.74275
H -1.83248 1.38486 0.10473
```

Properties
HOMO = -0.3193 hartree

Model 2:
Density functional theory data (wB97M-V/def2-TZVPD) for the molecule C3H5N3O.

The geometry in XYZ format:
```
12
C3H5N3O, DFT wB97M-V/def2-TZVPD
H 1.45677 -1.72780 -0.29721
O -0.39402 -1.33865 -1.02986
H -2.37714 -0.34003 0.45649
H 1.27550 0.64867 1.36794
C -0.18959 0.96862 -0.77514
N 1.87432 -1.12586 0.44230
H 0.05622 2.70666 -1.72354
N -1.44045 -0.22762 0.83410
H -1.28810 -1.00200 1.47294
C 1.13664 -0.16446 0.65794
C -0.49123 -0.34338 -0.26385
N 0.38107 1.94583 -1.14210
```

Properties
HOMO = -0.3173 hartree

Which one sits at the bottom of the stability order? model 2 does.

Model 1:
Density functional theory data (wB97M-V/def2-TZVPD) for the molecule C3H5N3O.

The geometry in XYZ format:
```
12
C3H5N3O, DFT wB97M-V/def2-TZVPD
N 3.24681 0.81422 -0.02809
C -0.93542 0.10048 -0.06029
O 0.35188 0.16566 -0.34151
N -1.50506 1.29856 0.10805
H 0.98853 -1.40834 0.90746
H 1.62924 -1.53900 -0.89234
H -2.59988 1.26844 0.09695
C 1.31992 -0.82556 0.01591
N -1.47290 -1.02364 -0.04932
H -2.39426 -1.03409 0.34149
H -1.12160 2.19221 -0.26744
C 2.49274 -0.00895 0.16914
```

Properties
HOMO = -0.3547 hartree
SMILES = [H]/N=C(\N)OCC#N

Model 2:
Density functional theory data (wB97M-V/def2-TZVPD) for a structure of composition C3H5N3O.

The geometry in XYZ format:
```
12
C3H5N3O, DFT wB97M-V/def2-TZVPD
N 0.80029 1.59600 -0.06063
H 0.70033 2.08435 0.82826
N -1.91572 -0.62226 0.43707
H -2.39061 -1.51783 0.42203
C 1.61981 -0.46396 -0.25760
H 1.94025 1.04029 -0.25381
H -2.39368 0.03672 -0.16396
N -0.02609 -1.96974 0.01902
O 1.34717 -1.77290 -0.20431
C -0.56749 -0.77581 0.12118
C 0.44527 0.19326 -0.06681
H 0.44048 2.17187 -0.82044
```

Properties
HOMO = -0.3281 hartree

Which one sits at the bottom of the stability order? model 2 does.

Model 1:
Density functional theory data (wB97M-V/def2-TZVPD) for the molecule C3H5N3O.

The geometry in XYZ format:
```
12
C3H5N3O, DFT wB97M-V/def2-TZVPD
N -0.69939 -1.55287 -0.81445
C -0.09255 0.15932 0.19411
H -0.19122 -2.94853 0.72737
H 1.24405 1.93690 -1.13584
H 0.45378 1.68573 1.55190
C -0.22653 -1.92100 0.39023
H -1.09007 -2.12377 -1.54788
N -0.62598 -0.21601 -0.95614
N 0.17120 -0.86166 1.05831
O 1.41695 2.01930 -0.18889
H -0.60878 2.23136 0.23670
C 0.24855 1.59124 0.48460
```

Properties
HOMO = -0.3719 hartree
SMILES = OCc1nc[nH]n1

Model 2:
Density functional theory data (wB97M-V/def2-TZVPD) for the molecule C3H5N3O.

The geometry in XYZ format:
```
12
C3H5N3O, DFT wB97M-V/def2-TZVPD
H 0.70714 1.86165 1.12319
O 1.56761 0.11216 1.80928
C -0.33018 -1.13482 0.20161
N -1.19845 1.02053 -1.62000
N -1.21197 -1.93418 -0.37013
H 0.68847 1.88769 -1.25170
C -0.12372 0.99283 -1.02070
H -1.49271 1.98545 -2.09546
H 0.48868 -1.54653 0.81456
H -1.24462 -2.64949 0.34646
N 0.30156 0.05144 -0.08499
C 0.96626 0.74189 1.00483
```

Properties
HOMO = -0.3598 hartree
SMILES = [H]/N=C/N(C=O)/C=N/[H]

Which one sits at the bottom of the stability order? model 2 does.

Model 1:
Density functional theory data (wB97M-V/def2-TZVPD) for a structure of composition C3H5N3O.

The geometry in XYZ format:
```
12
C3H5N3O, DFT wB97M-V/def2-TZVPD
N 0.14660 -0.13542 -1.74482
C 1.03150 0.63999 -0.94349
H -1.56438 -0.98418 1.69243
H -1.24720 0.59925 2.25216
C -0.37264 0.04228 0.45368
H -0.30106 -1.94400 -0.45306
C -0.16630 -0.87917 -0.50988
N 0.13417 1.29116 0.00404
H 0.69775 -0.66906 -2.40303
N -0.98233 -0.16351 1.65825
O 2.12594 0.23369 -0.66921
H 0.49794 1.96898 0.66292
```

Properties
HOMO = -0.2704 hartree

Model 2:
Density functional theory data (wB97M-V/def2-TZVPD) for the molecule C3H5N3O.

The geometry in XYZ format:
```
12
C3H5N3O, DFT wB97M-V/def2-TZVPD
N 0.50492 0.45961 -0.62988
C 2.32470 -0.60313 0.51709
H -2.01098 -0.59915 -1.05014
H -2.46680 -0.87509 0.67497
C -1.88510 -0.26936 -0.01396
H 2.39710 1.08924 -0.68729
H 3.40643 -0.43648 0.64531
N 1.87909 0.32692 -0.25818
H -1.49066 1.55614 -0.33977
O -2.09350 1.04719 0.23101
C -0.15127 -0.40975 0.05030
N -0.41393 -1.28614 0.86053
```

Properties
HOMO = -0.3202 hartree

Which one sits at the bottom of the stability order? model 2 does.

Model 1:
Density functional theory data (wB97M-V/def2-TZVPD) for the molecule C3H5N3O.

The geometry in XYZ format:
```
12
C3H5N3O, DFT wB97M-V/def2-TZVPD
N 1.01727 0.33240 -0.67244
O 0.33102 -2.39996 0.48009
C -0.75152 1.65335 -0.67242
H 0.88164 1.85788 -2.03079
N 0.42531 1.38579 -1.26552
H 1.31050 -1.03965 1.71245
H -1.40475 2.46074 -0.97635
C 0.14224 0.00774 0.26270
H 1.01100 -2.35740 -0.20450
C 0.36164 -1.16707 1.17080
H -0.45055 -1.19007 1.89978
N -0.96732 0.79750 0.30154
```

Properties
HOMO = -0.3716 hartree
SMILES = OCc1nc[nH]n1

Model 2:
Density functional theory data (wB97M-V/def2-TZVPD) for the molecule C3H5N3O.

The geometry in XYZ format:
```
12
C3H5N3O, DFT wB97M-V/def2-TZVPD
H 0.86571 0.23309 -2.32622
C 0.04649 -0.99869 -0.82878
H 1.04817 0.76984 0.61173
H -0.61213 0.67919 2.58950
C -0.15593 0.51580 0.62015
H -0.68561 2.10638 1.71743
N -0.82919 1.10507 1.69787
H -0.19591 -2.83821 -0.97095
N 0.44620 0.17515 -1.41192
N -0.34070 -0.87304 0.39335
C 0.29497 1.24749 -0.55063
O 0.11792 -2.12207 -1.54154
```

Properties
HOMO = -0.3351 hartree

Which one sits at the bottom of the stability order? model 2 does.